(1)
Molecular formula: C5H6N2O3
Method: DFT, ωB97M-V/def2-TZVPD

The geometry in XYZ format:
```
16
Properties=species:S:1:pos:R:3:forces:R:3:lowdin_spin:R:1
C 2.62921 0.71566 0.00090 -5.9602 -1.8488 0.5233 0.030
C 0.82531 -1.37454 0.02947 3.5631 -0.3859 -0.6608 0.081
C -0.17214 1.35738 0.01659 7.6215 4.4441 -0.4613 0.660
C -1.05416 0.32501 -0.01697 -2.3342 -7.7658 -0.5017 0.588
C -2.56211 0.24220 -0.07613 0.9000 4.6223 -2.1877 0.077
N 2.12440 -0.64842 -0.09771 1.1724 2.0562 0.2541 0.005
N -0.43908 -0.94924 -0.14446 -1.9046 1.8664 0.8232 0.149
O 3.68610 1.24268 0.10648 -1.0425 -0.8744 -0.4007 0.040
O 1.01832 -2.57222 0.11099 -0.1688 -0.7486 0.4103 0.126
O 1.34329 1.48090 0.09754 -0.9827 0.1877 -0.2086 0.153
H -0.39255 2.33410 0.24252 -0.9773 1.8697 0.4774 0.037
H -3.04996 0.26829 -1.12685 0.9393 -0.4466 1.2218 0.039
H -2.96324 1.21877 0.34316 0.2598 -1.3202 0.0132 0.007
H -2.83589 -0.57918 0.47182 -1.1622 -1.9291 1.2585 0.006
H 2.89513 -1.29295 0.02475 -0.4509 -0.4949 -0.1459 0.000
H -1.05264 -1.76844 0.01789 0.5274 0.7682 -0.4152 0.002
```
Positions in Å, forces in eV/Å.

The HOMO energy (alpha / beta) comes out at -5.41 / -10.58 eV. For the total energy, the calculation gives -14399.1357 eV. As for the spin multiplicity: 3.


(2)
Molecular formula: C17H18BClN6O2Tc
Method: DFT, ωB97M-V/def2-TZVPD

The geometry in XYZ format:
```
46
Properties=species:S:1:pos:R:3:forces:R:3:lowdin_spin:R:1
H -1.81972 -1.75267 -2.03149 0.2400 0.1230 -0.2917 0.001
N -0.08488 -0.55256 -1.91142 -0.1636 0.0443 -0.0960 0.024
B 2.13158 0.70903 -2.42127 0.6736 0.0133 -0.3587 0.001
N 0.85602 -0.13170 -2.80040 -0.0124 -0.3007 -0.6071 -0.001
C 0.55239 -0.63548 -4.02238 0.0551 0.2392 0.9790 0.040
Tc 0.00000 0.00000 0.00000 4.2050 0.9563 -1.2593 1.720
H 1.19508 -0.41432 -4.87312 -0.2606 -0.0664 0.3251 0.002
C -0.61110 -1.39948 -3.92247 -0.2473 -0.0530 0.7072 0.016
H -1.12348 -1.93736 -4.71827 0.2179 0.2227 0.3651 0.000
C -0.97874 -1.31965 -2.56997 -0.0609 -0.0707 -0.7525 0.028
H 2.64791 1.04301 -3.46661 -0.1829 -0.0783 0.4172 0.000
C 0.50637 -0.63389 3.81747 0.4025 2.0671 0.2985 0.006
H -0.11216 -0.83761 4.70135 0.3740 -0.3157 -0.1700 0.001
H 0.46222 0.53521 3.73163 -0.1669 -2.2060 -0.5199 0.000
H 1.57516 -0.81916 3.99869 -0.5101 -0.3169 0.1794 0.000
N 3.12922 -0.12183 -1.59607 0.2449 -0.0161 -0.5102 0.002
N 1.67616 1.96980 -1.64492 0.1092 0.1956 -0.2709 0.000
N 2.80328 -0.70380 -0.41051 -0.5345 0.4018 -0.5055 0.014
N 0.80420 1.90143 -0.60958 -0.5239 -0.3214 0.3031 -0.005
C 4.40553 -0.44537 -1.96295 -0.4068 -0.2091 0.5897 0.000
C 2.06287 3.25723 -1.83353 -0.4655 -0.5499 0.4720 0.010
H 4.83504 -0.05835 -2.88728 -0.2045 -0.1780 0.3988 0.000
H 2.76442 3.50871 -2.62785 -0.2880 -0.1340 0.3096 0.000
C 4.93474 -1.27403 -0.97970 -0.5650 0.3354 -0.0367 0.000
C 1.41969 4.05350 -0.88624 -0.2138 -0.5990 0.1427 0.003
C 3.88575 -1.39860 -0.03640 -0.0509 -0.0956 0.2238 -0.001
C 0.63414 3.15234 -0.14264 -0.0565 0.3901 0.0125 0.009
H 5.93236 -1.71174 -0.94528 -0.5063 0.1875 0.0386 0.000
H 1.49912 5.13217 -0.76032 -0.0572 -0.4999 -0.0134 0.000
H 3.87278 -1.95771 0.90205 0.0411 0.2406 -0.4428 0.000
H -0.04875 3.33880 0.68665 0.2986 -0.0615 -0.3117 0.001
H 0.17064 -1.25112 2.96321 0.1479 0.6417 0.3576 0.003
Cl -6.86759 -1.49876 4.99749 2.0624 0.7524 -1.1352 0.230
C -5.40627 -0.96689 4.18546 -2.0417 -0.4916 1.2693 0.216
C -4.86654 0.29467 4.45950 1.3337 1.5380 -0.2039 0.083
C -3.70603 0.72415 3.80365 -1.3576 0.0391 1.0861 0.017
C -3.07302 -0.10902 2.86522 -0.0699 -0.5945 0.0378 0.219
C -3.62526 -1.37943 2.60189 -1.2010 -0.8085 0.4470 0.012
C -4.78266 -1.80266 3.25643 1.4154 -0.7523 -1.4860 0.111
C -1.86923 0.33779 2.12602 1.9266 5.7917 -0.0049 0.018
O -1.39505 1.55359 2.26441 -2.2086 -5.3524 -0.4268 0.165
O -1.37422 -0.46248 1.21041 -1.5249 -0.2128 0.4036 0.055
H -5.35122 0.94498 5.17661 0.0192 -0.0295 -0.0200 0.001
H -3.31084 1.70757 4.02293 0.0831 -0.0498 -0.0686 -0.002
H -3.16955 -2.04621 1.88003 0.0311 0.1180 0.0763 -0.003
H -5.19685 -2.77961 3.03700 -0.0002 0.0657 0.0518 0.002
```
Positions in Å, forces in eV/Å.

The net charge is +2. The HOMO energy (alpha / beta) comes out at -14.04 / -14.04 eV. For the total energy, the calculation gives -46335.9098 eV. As for the spin multiplicity: 4.


(3)
Molecular formula: C4H10S2
Method: DFT, ωB97M-V/def2-TZVPD

The geometry in XYZ format:
```
16
Properties=species:S:1:pos:R:3:forces:R:3:nbo_charge:R:1
C -2.75505 0.83265 0.74396 -0.8494 1.5357 -1.2102 -0.388
C -2.68454 0.39003 -0.56642 -2.2023 0.7576 0.4597 -0.324
S -0.30428 -1.35642 0.37203 -0.7279 0.4440 -0.2162 -0.542
S 0.82824 0.28754 0.87075 0.0410 0.1282 0.2009 0.016
C 1.44540 0.88483 -0.74685 0.2270 -0.3341 0.2544 -0.523
C 2.13820 -0.21937 -1.52956 -0.5745 -0.2905 -0.0458 -0.634
H -1.95213 -0.15816 0.33615 2.3201 -1.7983 0.1756 0.353
H -2.08019 1.60774 1.07717 -0.0952 0.1578 -0.0067 0.248
H -3.55569 0.51867 1.39336 0.4157 -0.7469 0.2965 0.247
H -2.37380 0.98536 -1.41658 1.3988 -0.2788 0.4083 0.257
H -3.31674 -0.43640 -0.86144 -0.1313 -0.0754 0.1117 0.236
H 2.17016 1.67195 -0.55178 -0.1610 0.2785 0.2786 0.215
H 0.55331 1.31435 -1.19421 0.1732 -0.0037 -0.6377 0.191
H 2.42005 0.05082 -2.54661 -0.0363 0.2496 -0.0006 0.204
H 3.02374 -0.56923 -1.00394 0.0834 0.0950 0.0955 0.212
H 1.44621 -1.06030 -1.58227 0.1185 -0.1188 -0.1643 0.232
```
Positions in Å, forces in eV/Å.

The HOMO energy comes out at -6.86 eV. For the total energy, the calculation gives -25976.9257 eV. As for the spin multiplicity: 1.


(4)
Molecular formula: C38H42N4O2Zn
Method: DFT, ωB97M-V/def2-TZVPD

The geometry in XYZ format:
```
87
Properties=species:S:1:pos:R:3:forces:R:3:lowdin_charge:R:1
Zn 0.04256 -0.03481 0.06371 -0.0835 0.0874 -0.1181 0.704
C -0.64044 -1.79870 2.79273 -0.0394 -0.0041 -0.0638 -0.036
O -0.62731 -0.53120 2.14853 0.0861 0.0957 -0.0255 -0.154
C -1.13843 0.55590 2.81395 -0.0226 -0.2212 0.0801 -0.229
C -1.86284 0.44846 3.98698 -0.0470 0.0198 0.0633 -0.016
C -2.35488 1.59888 4.59151 0.0162 0.0373 -0.0287 -0.079
C -2.11883 2.83854 4.01809 0.0358 -0.0225 -0.0091 -0.083
C -1.39272 2.93347 2.83868 -0.0170 0.1264 -0.0248 -0.010
C -0.89523 1.79626 2.22082 0.1604 -0.0604 -0.2204 -0.175
N -0.16219 1.77644 0.99448 -0.3121 -0.2528 0.3161 -0.002
N 0.08407 2.93314 0.53256 0.1816 0.3889 -0.0977 0.090
C 0.72664 3.16444 -0.62163 0.0028 0.1407 -0.0973 -0.143
C 1.27216 2.16060 -1.49778 0.0271 0.1164 0.1517 -0.309
O 1.24104 0.92083 -1.26577 -0.1627 -0.0607 0.0801 -0.068
C 1.92493 2.60207 -2.71164 -0.0248 -0.0723 0.0683 0.008
C 2.02186 3.90410 -3.02213 0.0127 0.2161 -0.0052 -0.009
C 1.49556 4.94260 -2.17194 0.0467 -0.0774 -0.1326 -0.175
C 1.61926 6.29313 -2.53557 0.0427 -0.0077 -0.0211 -0.043
C 1.12261 7.28739 -1.72987 -0.0268 -0.0050 0.0460 -0.091
C 0.48476 6.93633 -0.53341 -0.0026 0.0222 -0.0132 -0.081
C 0.35120 5.61729 -0.16415 0.0068 -0.0814 0.0106 -0.026
C 0.85407 4.58411 -0.97610 -0.0373 -0.1588 0.0778 -0.097
H -0.21575 -1.72203 3.79350 0.0248 0.0093 0.0315 0.110
H -1.65567 -2.19511 2.84282 -0.0269 -0.0068 0.0141 0.108
H -0.02165 -2.44373 2.17929 -0.0003 -0.0292 0.0082 0.063
H -2.05570 -0.51949 4.42796 0.0093 0.0316 -0.0081 0.108
H -2.92356 1.51594 5.50850 0.0062 0.0125 -0.0176 0.105
H -2.50065 3.73698 4.48602 0.0111 -0.0266 -0.0201 0.103
H -1.20609 3.89299 2.37709 -0.0133 -0.0265 0.0154 0.098
H 2.32376 1.82566 -3.35169 -0.0145 -0.0044 0.0164 0.120
H 2.51551 4.20345 -3.94109 -0.0184 0.0112 0.0155 0.117
H 2.12093 6.53904 -3.46536 -0.0207 -0.0175 0.0204 0.111
H 1.22324 8.32722 -2.01401 -0.0102 -0.0275 0.0163 0.100
H 0.08891 7.71257 0.11096 0.0134 -0.0279 -0.0146 0.102
H -0.14191 5.35917 0.76265 0.0124 0.0178 -0.0385 0.091
C 3.15103 -0.04798 1.44960 0.0155 -0.1159 0.0839 -0.047
C 3.78977 -1.14675 0.59788 -0.1233 0.0070 -0.0842 -0.361
C 3.91401 -0.76071 -0.87938 -0.0250 -0.0105 -0.0375 -0.052
C 3.15879 -2.52121 0.77157 0.0561 -0.0124 0.0015 -0.128
C 3.99390 -3.52837 1.24999 -0.0197 0.0042 0.0418 -0.037
C 3.56812 -4.83927 1.39604 0.0235 0.0628 -0.0375 -0.071
C 2.26002 -5.15273 1.08919 -0.0423 0.0245 0.1118 -0.043
C 1.37101 -4.18122 0.63329 -0.0645 -0.0511 0.0190 -0.143
C -0.08251 -4.60919 0.42820 0.0701 -0.0414 0.0712 -0.381
C -0.64964 -5.27563 1.68931 0.0057 -0.0395 -0.0414 -0.064
C -0.24385 -5.55650 -0.76153 0.0097 -0.0411 -0.1025 -0.055
C 1.83837 -2.86470 0.42383 -0.1347 0.0067 -0.1904 -0.155
N 0.93711 -1.92658 -0.18357 0.0352 -0.0199 -0.2078 0.043
C 0.43544 -2.29751 -1.33570 -0.0513 -0.0288 0.1008 -0.088
C -0.68732 -1.67739 -1.92619 0.1214 -0.0453 0.2173 -0.312
C -1.35012 -1.98795 -3.11610 -0.0970 0.0955 -0.0404 -0.025
C -2.44771 -1.13333 -3.17200 0.0428 -0.0371 0.0205 -0.029
C -2.40707 -0.33582 -2.00843 -0.1163 0.0784 -0.0407 -0.257
N -1.35839 -0.66793 -1.25035 0.4563 -0.3404 -0.1273 0.070
C -3.36006 0.76294 -1.59920 0.0454 0.0002 0.0092 -0.542
C -3.73596 0.59005 -0.12424 -0.0782 0.0144 0.0532 -0.037
C -4.62547 0.71380 -2.45703 -0.0226 0.0156 0.0030 -0.063
C -2.67807 2.12819 -1.78726 0.0644 0.0090 0.0209 -0.028
H 3.74682 0.86510 1.39697 0.0134 -0.0068 -0.0160 0.087
H 3.08546 -0.35328 2.49765 0.0218 0.0128 -0.0527 0.087
H 2.15218 0.21268 1.11622 -0.0718 0.0252 -0.0349 0.024
H 4.80490 -1.25850 0.98150 0.0906 -0.0109 0.0046 0.119
H 2.93860 -0.64383 -1.35075 0.0877 0.0141 0.0477 0.049
H 4.47546 -1.52519 -1.42240 -0.0108 0.0237 0.0242 0.083
H 4.44877 0.18831 -0.98072 -0.0395 -0.0349 0.0155 0.083
H 5.01885 -3.27120 1.49367 -0.0276 -0.0121 0.0051 0.110
H 4.25043 -5.60343 1.75042 -0.0340 0.0523 -0.0196 0.104
H 1.90760 -6.16946 1.22597 0.0272 0.0549 -0.0208 0.109
H -0.69003 -3.72848 0.23040 -0.0186 0.1023 0.0069 0.116
H -0.16229 -6.23311 1.88754 -0.0451 0.0374 -0.0115 0.074
H -1.71848 -5.46719 1.56483 0.0509 0.0049 -0.0059 0.084
H -0.51582 -4.65201 2.57319 0.0106 0.0162 0.0228 0.068
H 0.32145 -6.47862 -0.60372 -0.0057 0.0283 0.0073 0.081
H 0.11075 -5.10643 -1.69117 -0.0451 -0.0693 0.0584 0.067
H -1.29465 -5.82451 -0.89590 0.0446 0.0079 0.0059 0.084
H 0.86425 -3.15684 -1.85375 -0.0012 0.0685 0.0396 0.137
H -1.06220 -2.74864 -3.82878 -0.0248 0.0601 0.0429 0.105
H -3.19914 -1.09614 -3.94527 0.0277 0.0037 0.0423 0.096
H -4.25280 -0.36000 0.03722 0.0225 0.0398 -0.0003 0.092
H -4.39629 1.40226 0.19454 0.0294 -0.0387 -0.0081 0.090
H -2.84945 0.60690 0.51401 -0.0656 0.0004 -0.0442 0.053
H -5.10840 -0.26528 -2.40207 0.0305 0.0488 0.0092 0.088
H -4.40529 0.92966 -3.50537 0.0038 -0.0168 0.0410 0.084
H -5.33443 1.46608 -2.10291 0.0072 -0.0242 -0.0295 0.083
H -1.89412 2.28232 -1.04057 -0.0600 -0.0439 -0.1076 0.057
H -3.40868 2.93521 -1.67921 0.0337 -0.0247 0.0350 0.088
H -2.22408 2.20748 -2.77815 -0.0389 0.0034 0.0230 0.094
```
Positions in Å, forces in eV/Å.

The HOMO energy comes out at -7.45 eV. For the total energy, the calculation gives -98562.9490 eV. As for the spin multiplicity: 1.


(5)
Molecular formula: C3H8O2
Method: DFT, ωB97M-V/def2-TZVPD

The geometry in XYZ format:
```
13
Properties=species:S:1:pos:R:3:forces:R:3:nbo_charge:R:1
C 0.10354 1.56840 0.89757 0.9925 1.0701 1.4712 -0.259
O 0.29640 1.02044 -0.37344 0.1362 0.1343 -0.2768 -0.543
C 0.74330 -0.28787 -0.37531 0.2536 -2.2845 2.3233 -0.091
C -0.40310 -1.31014 -0.31492 0.3362 -1.3287 -0.6153 -0.107
O -1.07750 -1.30267 -1.63909 -0.6873 2.2400 2.1032 -0.725
H -0.37625 2.52974 0.63728 0.1665 -0.3274 0.7704 0.200
H -0.58281 0.95975 1.59077 1.0489 0.7239 -0.9952 0.172
H 1.16245 1.81513 1.46145 -2.4984 -0.7958 -1.2716 0.167
H 1.31119 -0.53745 -1.26965 0.0957 0.4192 -0.0454 0.205
H 1.37358 -0.53795 0.56647 -0.4893 0.7008 -1.3753 0.157
H -1.10174 -1.20430 0.55429 0.2746 0.4584 -0.8722 0.172
H 0.06271 -2.34462 -0.09601 -0.7100 1.4184 -0.9551 0.183
H -1.51175 -0.36848 -1.63939 1.0808 -2.4287 -0.2611 0.468
```
Positions in Å, forces in eV/Å.

As for the SMILES: COCCO. The HOMO energy comes out at -9.81 eV. For the total energy, the calculation gives -7334.0210 eV. As for the spin multiplicity: 1.